1.
Here is a molecular structure, C4H5FeO4 from the Open Molecules 2025 dataset. Energies are from wB97M-V/def2-TZVPD.

**Lowest unoccupied orbital energy (spin up / spin down)**: -15.08 / -16.05 eV
**Charge**: +3
**HOMO-LUMO gap (spin up / spin down)**: 0.2870 / 0.2511 Ha
**HOMO level (spin up / spin down)**: -22.9 / -22.9 eV
**Spin multiplicity**: 5

Atoms and positions in Å:
C  0.104  0.926  2.002
O  0.458  0.310  3.053
H  -0.186  1.980  2.092
H  -0.142  0.440  3.808
C  0.330  0.328  0.741
C  -0.160  1.017  -0.334
H  1.154  -0.387  0.700
H  1.346  -1.223  -0.863
H  -0.601  2.013  -0.239
O  -0.502  0.476  -1.494
C  -0.036  -0.688  -2.136
O  1.084  -1.219  -1.855
O  -0.905  -1.253  -2.773
Fe  -1.943  -2.721  -2.701

***

2.
Here is a molecular structure, C14H17Cl2HgN4S from the Open Molecules 2025 dataset. Energies are from wB97M-V/def2-TZVPD.

**Energy above the lowest of the compared OMol25 structures with the same formula, charge and spin**: 9.0 kcal per mole
**Lowest unoccupied orbital energy (spin up / spin down)**: 0.38 / 0.07 eV
**HOMO-LUMO gap (spin up / spin down)**: 0.2130 / 0.2878 Ha
**HOMO level (spin up / spin down)**: -5.4 / -7.8 eV
**Spin multiplicity**: 2

Atoms and positions in Å:
Hg  -0.654  -0.797  -1.033
C  -0.811  0.984  3.345
C  -0.386  0.476  1.995
N  -1.179  -0.326  1.287
N  -2.354  -0.737  1.834
C  -3.329  -1.289  1.118
N  -4.363  -1.831  1.830
S  -3.329  -1.384  -0.564
C  0.853  0.816  1.400
C  1.831  1.637  2.022
C  3.020  1.885  1.393
C  3.272  1.317  0.132
C  2.278  0.549  -0.433
N  1.104  0.310  0.152
H  -1.868  1.263  3.327
H  -0.252  1.869  3.633
H  -0.669  0.229  4.127
H  -2.443  -0.745  2.841
H  -4.540  -1.486  2.761
H  -5.178  -2.054  1.286
H  1.644  2.067  2.995
H  3.766  2.512  1.866
H  4.209  1.472  -0.383
H  2.422  0.094  -1.408
C  0.635  -1.504  -3.749
C  1.917  -1.942  -3.685
C  2.030  -2.921  -2.630
C  0.815  -3.084  -2.050
C  -0.143  -2.164  -2.691
H  0.217  -0.804  -4.458
H  2.733  -1.635  -4.325
H  2.943  -3.434  -2.363
H  0.552  -3.766  -1.253
H  -1.108  -2.578  -2.981
Cl  -1.365  2.093  -1.927
C  -0.624  3.494  -1.132
Cl  -1.199  3.694  0.524
H  -0.897  4.378  -1.695
H  0.450  3.346  -1.110

***

3.
Here is C4H8N2O2 in the gas phase from the Open Molecules 2025 dataset. Energies are from wB97M-V/def2-TZVPD.

**Energy above the lowest of the compared OMol25 structures with the same formula, charge and spin**: 184.8 kcal per mole
**Lowest unoccupied orbital energy**: 0.80 eV
**HOMO-LUMO gap**: 0.3727 Ha
**HOMO level**: -9.3 eV
**SMILES**: CC1(C)ON=CNO1
**Spin multiplicity**: 1

Atoms and positions in Å:
C  0.270  -0.405  1.224
C  0.543  -0.110  -0.153
C  1.910  -0.013  -0.647
C  -2.098  -0.129  -0.293
H  1.386  -0.707  1.553
H  -0.746  -1.027  1.438
H  0.323  0.607  1.934
H  1.747  -0.292  -1.879
H  2.565  -0.877  -0.304
H  2.280  0.966  -0.158
H  -1.875  2.020  -0.384
H  -3.139  -0.176  -0.154
N  -1.438  1.173  -0.201
N  -1.566  -1.270  -0.355
O  0.024  1.279  -0.560
O  -0.186  -1.037  -1.060

***

4.
Here is 2 unconnected molecules or ions with the total composition C7H17S from the Open Molecules 2025 dataset. Energies are from wB97M-V/def2-TZVPD.

**Energy above the lowest of the compared OMol25 structures with the same formula, charge and spin**: 2.2 kcal per mole
**Lowest unoccupied orbital energy**: 4.05 eV
**Charge**: -1
**HOMO-LUMO gap**: 0.2393 Ha
**HOMO level**: -2.5 eV
**Spin multiplicity**: 1

Atoms and positions in Å:
C  2.835  -0.694  2.514
C  3.509  -0.440  1.169
C  2.793  0.589  0.294
S  1.073  0.116  -0.141
H  3.120  0.087  3.226
H  3.122  -1.656  2.951
H  1.753  -0.723  2.362
H  4.543  -0.100  1.315
H  3.454  -1.377  0.601
H  3.365  0.701  -0.636
H  2.697  1.585  0.735
C  -2.492  -0.892  -0.008
C  -2.714  0.190  -1.056
C  -2.123  1.527  -0.635
C  -2.102  -0.254  -2.381
H  -2.934  -1.842  -0.331
H  -1.435  -1.045  0.218
H  -2.982  -0.621  0.936
H  -3.799  0.278  -1.229
H  -2.287  2.281  -1.420
H  -1.025  1.447  -0.541
H  -2.592  1.876  0.288
H  -2.487  -1.192  -2.785
H  -2.277  0.483  -3.180
H  -1.014  -0.325  -2.268

***

For the records above, the corresponding E_tot values read -46768.3672 -60806.9255 -11346.0979 -18370.9528 eV.